(1)
Density functional theory data (ωB97M-V/def2-TZVPD) for C42H41BrClCrN4O5S as an isolated structure.

Output
* E_HOMO (alpha / beta): -7.73 / -7.83 eV
* LUMO level (alpha / beta): -0.278 / -0.398 eV
* 2S+1: 4
* energy: -6697.27878 Ha
* net charge: 0
* ΔE to the lowest compared entry with this formula, charge and spin: 44.7 kJ/mol

Positions of all 96 atoms, in Å:
Cr -0.29 0.18 -0.34
C -1.24 4.37 5.71
C -0.68 2.98 6.04
C 0.69 3.16 6.71
C -1.64 2.30 7.02
C -0.50 2.13 4.78
C -0.61 2.65 3.50
C -0.38 1.81 2.43
Br -0.49 2.57 0.67
C -0.06 0.46 2.51
O 0.23 -0.25 1.43
C 0.01 -0.09 3.82
C -0.19 0.77 4.89
C 0.35 -1.56 4.10
C -0.12 -2.54 3.01
C -0.32 -2.04 5.40
C 1.87 -1.68 4.25
H -1.41 4.92 6.63
H -2.19 4.29 5.17
H -0.55 4.95 5.10
H 0.59 3.76 7.62
H 1.39 3.66 6.04
H 1.12 2.19 6.99
H -1.83 2.95 7.87
H -1.24 1.36 7.40
H -2.60 2.08 6.54
H -0.87 3.68 3.32
H -0.10 0.36 5.88
H -1.17 -2.42 2.78
H 0.04 -3.56 3.37
H 0.44 -2.41 2.08
H -1.40 -1.86 5.37
H 0.08 -1.55 6.29
H -0.16 -3.11 5.52
H 2.37 -1.35 3.33
H 2.16 -2.72 4.44
H 2.24 -1.07 5.07
C 3.83 3.92 -6.10
O 3.80 2.64 -5.49
C 2.91 1.74 -5.97
C 2.03 1.99 -7.01
C 1.16 0.99 -7.42
C 1.12 -0.23 -6.77
C 2.03 -0.49 -5.74
C 2.92 0.49 -5.35
N 0.19 -1.20 -7.30
N -0.48 -1.94 -6.57
C -0.40 -1.82 -5.13
C -0.10 -2.94 -4.42
C 0.05 -2.91 -3.02
C -0.14 -1.74 -2.32
O -0.05 -1.63 -1.00
C -0.53 -0.58 -3.07
N -0.74 0.55 -2.33
C -1.20 1.63 -2.91
C -1.46 1.67 -4.29
C -1.21 0.57 -5.06
C -0.70 -0.61 -4.45
H 4.60 4.48 -5.58
H 2.87 4.43 -5.99
H 4.08 3.85 -7.16
H 2.02 2.94 -7.53
H 0.48 1.15 -8.25
H 2.05 -1.45 -5.25
H 3.63 0.31 -4.55
H 0.06 -3.87 -4.96
H 0.29 -3.82 -2.47
H -1.38 2.49 -2.28
H -1.87 2.57 -4.73
H -1.41 0.58 -6.12
Cl -6.65 -4.68 -1.60
C -5.65 -3.28 -1.31
C -4.38 -3.46 -0.78
C -3.59 -2.35 -0.54
C -4.06 -1.08 -0.83
C -5.33 -0.92 -1.37
C -6.14 -2.02 -1.60
C -3.19 0.14 -0.63
O -3.50 1.21 -1.12
O -2.13 -0.09 0.10
H -4.02 -4.46 -0.56
H -2.59 -2.46 -0.13
H -5.68 0.08 -1.61
H -7.13 -1.92 -2.01
S 2.08 0.74 -0.86
C 2.90 -0.50 -0.03
N 2.29 -1.67 0.25
C 2.86 -2.68 0.94
C 4.14 -2.58 1.39
C 4.84 -1.39 1.11
C 4.24 -0.37 0.42
H 1.31 -1.76 -0.08
H 2.23 -3.55 1.10
H 4.59 -3.39 1.94
H 5.86 -1.27 1.45
H 4.75 0.56 0.21

=====

(2)
Density functional theory data (ωB97M-V/def2-TZVPD) for C42H41Cl2N4O4STeTi as an isolated structure.

Output
* E_HOMO: -15.14 eV
* LUMO level: -7.935 eV
* energy: -4580.29729 Ha
* net charge: +3
* ΔE to the lowest compared entry with this formula, charge and spin: 92.4 kJ/mol

Positions of all 96 atoms, in Å:
Ti 0.10 -0.02 0.43
C 6.30 3.42 0.94
C 4.92 2.89 0.65
C 3.89 3.73 0.26
C 2.62 3.23 -0.05
C 1.58 4.12 -0.60
N 0.81 4.85 0.10
C 0.68 4.79 1.57
C -0.22 3.59 1.88
C -0.55 3.35 3.34
N 0.61 2.99 4.16
C 0.82 1.87 4.76
C 0.05 0.65 4.65
C -0.42 0.12 5.86
C -1.16 -1.05 5.91
C -1.71 -1.59 7.20
C -1.32 -1.74 4.71
C -0.80 -1.28 3.50
C -0.82 -2.20 2.38
N -0.38 -1.97 1.20
C -0.32 -3.12 0.28
C 0.98 -3.10 -0.52
C 2.14 -2.53 0.29
N 2.08 -1.05 0.32
C 3.19 -0.44 0.42
C 3.38 1.00 0.42
C 4.65 1.52 0.69
C 2.34 1.87 0.05
O 1.11 1.44 -0.20
C -0.13 -0.04 3.43
O 0.40 0.40 2.31
H 6.27 4.47 1.21
H 6.94 3.32 0.06
H 6.77 2.87 1.75
H 4.08 4.80 0.16
H 1.45 4.18 -1.68
H 0.14 5.43 -0.39
H 0.25 5.74 1.90
H 1.68 4.69 1.99
H 0.23 2.70 1.46
H -1.17 3.71 1.35
H -1.27 2.53 3.40
H -0.99 4.23 3.81
H 1.24 3.75 4.40
H 1.64 1.89 5.48
H -0.22 0.65 6.78
H -1.68 -0.84 7.99
H -1.14 -2.45 7.53
H -2.75 -1.91 7.07
H -1.83 -2.69 4.72
H -1.17 -3.20 2.61
H -1.18 -3.07 -0.39
H -0.39 -4.04 0.86
H 0.87 -2.51 -1.43
H 1.22 -4.12 -0.83
H 3.10 -2.84 -0.14
H 2.11 -2.90 1.32
H 4.11 -1.03 0.49
H 5.44 0.84 0.96
Cl -1.83 2.72 -1.56
C -3.19 1.64 -1.32
C -4.21 1.69 -2.26
C -5.28 0.81 -2.13
C -5.30 -0.11 -1.10
C -4.26 -0.14 -0.18
Cl -4.31 -1.34 1.07
C -3.19 0.76 -0.24
S -2.02 0.86 1.07
H -4.17 2.41 -3.06
H -6.09 0.85 -2.84
H -6.12 -0.81 -0.99
Te -1.37 -0.64 -3.66
C -1.98 -2.58 -3.26
C -1.20 -3.69 -3.60
C -1.66 -4.95 -3.27
C -2.88 -5.10 -2.61
C -3.65 -3.99 -2.29
C -3.20 -2.72 -2.61
C 0.01 -0.94 -5.18
C -0.37 -0.54 -6.45
C 0.50 -0.76 -7.51
C 1.73 -1.36 -7.28
C 2.11 -1.74 -6.00
C 1.25 -1.54 -4.93
H -0.26 -3.57 -4.14
H -1.08 -5.82 -3.53
H -3.23 -6.09 -2.37
H -4.60 -4.12 -1.79
H -3.79 -1.85 -2.35
H -1.32 -0.06 -6.63
H 0.22 -0.46 -8.51
H 2.41 -1.53 -8.11
H 3.07 -2.20 -5.83
H 1.54 -1.83 -3.93
O -0.86 -0.61 -1.10
O 0.00 -0.55 -2.27

=====

Max |F|, record by record: 0.52; 0.45 eV Å⁻¹